{"formula": "C39H35BBrN2O2P2Pb", "method": "ωB97M-V with the def2-TZVPD basis set", "elements": ["Pb", "C", "C", "P", "C", "C", "C", "C", "C", "C", "C", "C", "C", "C", "C", "C", "P", "C", "C", "C", "C", "C", "C", "C", "C", "C", "C", "C", "C", "H", "H", "H", "H", "H", "H", "H", "H", "H", "H", "H", "H", "H", "H", "H", "H", "H", "H", "H", "H", "H", "H", "H", "H", "Br", "C", "C", "C", "C", "C", "N", "C", "O", "O", "H", "H", "H", "B", "C", "N", "H", "H", "H", "C", "C", "C", "C", "C", "C", "H", "H", "H", "H", "H"], "xyz": [[-0.73366, -0.68354, -0.05342], [1.95880, 1.94120, 0.35240], [2.47354, 1.10085, -0.82711], [1.92420, -0.64470, -0.78278], [2.78131, -1.43543, 0.59967], [2.35504, -2.70668, 0.98750], [2.95389, -3.33668, 2.06597], [3.97422, -2.70546, 2.76410], [4.40789, -1.44592, 2.37636], [3.81583, -0.81136, 1.29442], [2.52182, -1.34416, -2.33356], [3.89469, -1.28502, -2.58555], [4.40021, -1.77887, -3.77428], [3.54027, -2.33774, -4.71271], [2.18073, -2.40839, -4.45871], [1.66597, -1.91550, -3.26793], [0.12755, 2.06497, 0.25760], [-0.44093, 2.62652, 1.87660], [-1.80166, 2.49203, 2.15087], [-2.30139, 2.84817, 3.39183], [-1.44433, 3.33469, 4.37026], [-0.09033, 3.47742, 4.10207], [0.41142, 3.12790, 2.85664], [-0.18484, 3.35838, -0.95949], [-0.30706, 3.01407, -2.30366], [-0.49882, 4.00159, -3.25975], [-0.56925, 5.32943, -2.87146], [-0.44539, 5.67864, -1.53181], [-0.25394, 4.69882, -0.57382], [2.39627, 2.94102, 0.31654], [2.23759, 1.49274, 1.30920], [3.56080, 1.15424, -0.90833], [2.08782, 1.50235, -1.77031], [1.55904, -3.20225, 0.44319], [2.62097, -4.32273, 2.36126], [4.43895, -3.19994, 3.60689], [5.21412, -0.95922, 2.90908], [4.17516, 0.16664, 0.99792], [4.57822, -0.87319, -1.85097], [5.46354, -1.73354, -3.96729], [3.93696, -2.72550, -5.64160], [1.51239, -2.85547, -5.18202], [0.60768, -1.99103, -3.06281], [-2.47466, 2.10745, 1.39055], [-3.35830, 2.74410, 3.59874], [-1.83353, 3.60570, 5.34271], [0.57547, 3.86813, 4.86014], [1.46998, 3.25074, 2.65957], [-0.27366, 1.97634, -2.61018], [-0.62057, 3.72405, -4.29770], [-0.73456, 6.09927, -3.61349], [-0.50878, 6.71680, -1.23426], [-0.17677, 4.97184, 0.47168], [-4.51894, -0.19329, 0.70900], [-4.16795, -1.80675, -0.20773], [-5.22726, -2.56035, -0.69038], [-4.92776, -3.73341, -1.36078], [-3.59987, -4.09907, -1.53706], [-2.62043, -3.26325, -1.03883], [-2.90275, -2.13755, -0.37043], [-1.15645, -3.57030, -1.27390], [-0.81698, -4.61569, -1.76864], [-0.31144, -2.61615, -0.94651], [-6.24388, -2.22619, -0.54759], [-5.72567, -4.34755, -1.75565], [-3.30527, -4.99915, -2.05626], [-3.47366, 1.27404, -3.56898], [-2.59390, 0.64366, -2.44515], [-1.94224, 0.17490, -1.60651], [-3.40415, 2.46945, -3.42010], [-4.57974, 0.83116, -3.36815], [-2.98977, 0.90888, -4.61221], [-0.71243, -1.55347, 4.83008], [-1.69935, -2.13940, 4.05220], [-1.75844, -1.89362, 2.68712], [-0.81961, -1.05023, 2.11574], [0.18174, -0.47334, 2.88283], [0.23290, -0.72368, 4.24540], [-0.67694, -1.74721, 5.89394], [-2.43000, -2.79518, 4.50680], [-2.52810, -2.36384, 2.09220], [0.93398, 0.16782, 2.43660], [1.01451, -0.27504, 4.84419]], "forces_ev_per_angstrom": [[0.2316, -0.1085, 0.2877], [-0.0041, 0.0082, -0.0432], [-0.0933, 0.0799, -0.0058], [-0.1312, 0.0718, 0.0212], [0.0194, 0.0104, -0.0504], [-0.0451, -0.0253, 0.0058], [0.0005, -0.0121, -0.0063], [0.0055, -0.0065, 0.0124], [0.0070, -0.0041, -0.0058], [0.0076, 0.0591, -0.0042], [0.0436, -0.0447, 0.0565], [0.0557, -0.0196, 0.0245], [-0.0161, -0.0083, -0.0152], [0.0274, -0.0009, -0.0027], [-0.0500, -0.0076, -0.0087], [-0.0602, 0.0793, -0.0068], [-0.0995, -0.2067, 0.1890], [0.0314, 0.1828, -0.0842], [-0.0238, -0.0095, -0.0210], [-0.0102, 0.0095, 0.0199], [0.0144, -0.0066, 0.0093], [-0.0245, -0.0005, 0.0029], [0.0562, 0.0076, -0.0023], [0.0361, 0.0586, 0.0581], [0.0320, 0.0174, -0.0438], [-0.0002, -0.0636, 0.0476], [-0.0097, 0.0465, -0.0200], [-0.0093, 0.0108, -0.0190], [-0.0558, -0.0447, 0.0245], [-0.0079, 0.0019, -0.0041], [-0.0176, -0.0146, -0.0437], [0.0034, -0.0682, 0.0418], [0.0152, -0.0194, 0.0037], [0.0061, 0.0154, -0.0098], [0.0074, -0.0002, -0.0028], [-0.0052, 0.0042, 0.0007], [-0.0041, -0.0010, 0.0014], [-0.0084, -0.0127, 0.0030], [-0.0361, 0.0091, 0.0115], [-0.0027, -0.0046, 0.0007], [-0.0030, -0.0032, 0.0038], [0.0094, 0.0015, -0.0029], [0.0066, -0.0012, -0.0008], [0.0213, -0.0059, 0.0000], [0.0032, -0.0059, -0.0028], [0.0003, 0.0043, -0.0043], [0.0006, -0.0043, -0.0001], [-0.0207, 0.0033, -0.0052], [-0.0093, 0.0073, -0.0104], [0.0088, 0.0107, -0.0026], [0.0041, -0.0036, -0.0006], [0.0028, -0.0030, 0.0018], [0.0064, -0.0057, 0.0044], [0.0225, 0.0240, 0.0777], [-0.1009, -0.0050, -0.0660], [0.0116, 0.0215, 0.0248], [0.0424, 0.0146, -0.0121], [-0.0137, 0.0050, 0.0099], [0.0425, 0.0141, 0.0468], [0.0993, -0.0746, 0.0236], [0.1795, 0.1469, -0.0724], [-0.1271, -0.0551, 0.0427], [-0.1760, -0.1040, -0.0014], [0.0015, -0.0041, 0.0118], [0.0027, -0.0121, 0.0098], [0.0021, 0.0107, -0.0139], [0.0595, -0.0566, 0.1360], [-0.0103, 0.0501, -0.0744], [0.0989, -0.0003, -0.2054], [-0.0095, 0.0300, 0.0466], [-0.0456, 0.0094, -0.0587], [0.0041, -0.0515, -0.0278], [0.0105, 0.0156, 0.0049], [-0.0011, -0.0044, 0.0556], [-0.0515, 0.0033, -0.2511], [0.0379, -0.0120, 0.1491], [0.0931, 0.1074, -0.2542], [-0.0200, -0.0247, 0.0278], [0.0023, -0.0089, -0.0074], [-0.0120, 0.0035, -0.0179], [-0.0173, 0.0137, -0.0305], [-0.0410, -0.0484, 0.0316], [-0.0006, 0.0151, -0.0082]], "homo_ev": -11.43, "lumo_energy_ev": -3.681, "homo_lumo_gap_ev": 7.7, "e_above_lowest_ev": 0.000, "charge": 1}